Entry 1:
This record from the Open Molecules 2025 dataset describes a 5-piece molecular cluster, C4H17N2O5S overall at a distorted geometry. The level of theory is ωB97M-V/def2-TZVPD.

The calculation puts the LUMO energy at 3.30 eV. As for the highest occupied orbital energy: -3.832 eV. The multiplicity is 1. The total energy comes out at -28476.3397 eV. The molar mass is 205.26 g mol⁻¹. The calculation puts the HOMO-LUMO gap at 7.13 eV. The net charge is -1.

XYZ file:
```
29
C4H17N2O5S ωB97M-V/def2-TZVPD
N -2.38255 0.37255 0.01654
C -1.19008 -0.15067 -0.58101
C -1.55996 -0.28415 -2.01226
S -0.24497 -1.34281 -2.76964
C -0.14452 1.03987 -0.16511
N 0.51307 0.76225 1.02621
C 0.93087 -0.57729 1.41711
O 0.15008 2.18647 -0.61395
H -2.46041 1.29741 -0.02092
H -3.19865 -0.12374 -0.31310
H -0.87105 -1.06657 -0.07096
H -2.49170 -0.94987 -2.00569
H -1.57360 0.57260 -2.58967
H 1.28288 1.39337 1.34808
H 0.11929 -1.32185 1.51907
H 1.82164 -0.82983 0.65424
H 1.35069 -0.43060 2.52942
H -2.56008 0.46767 2.76798
H -1.23326 -0.20494 2.49265
O -1.92487 -0.09549 3.17942
H 0.14223 -2.11027 -0.38722
H 1.17770 -3.13166 -0.49776
O 0.56328 -2.90727 0.16874
H 1.70977 0.02540 -2.04485
H 2.35073 -1.01540 -1.17715
O 2.62233 -0.22237 -1.55633
H 2.69634 2.52688 -0.72177
H 1.72305 3.12423 0.27844
O 2.68174 2.99609 0.12949
```

***

Entry 2:
This record from the Open Molecules 2025 dataset describes a 2-piece molecular cluster, C5H11P overall at a distorted geometry. The level of theory is ωB97M-V/def2-TZVPD.

The calculation puts the LUMO energy at 0.26 eV. As for the highest occupied orbital energy: -8.943 eV. The multiplicity is 1. The total energy comes out at -14646.7933 eV. The molar mass is 102.12 g mol⁻¹. The calculation puts the HOMO-LUMO gap at 9.21 eV. Its SMILES is C#[PH2].C=C(C)C.

XYZ file:
```
17
C5H11P ωB97M-V/def2-TZVPD
C 1.91902 -0.59858 -0.94939
P 3.28309 0.10781 -0.42854
H 1.21392 0.28369 -0.80053
H 3.96105 1.30697 0.00152
H 4.39830 -0.68649 -0.59123
C -0.35920 -1.27033 1.19666
C -0.94567 -0.26752 0.55909
C -0.86035 1.09564 1.16662
C -1.98743 -0.40335 -0.54486
H -0.39237 -2.26257 0.75567
H 0.40079 -1.24070 1.97487
H -1.38860 1.15844 2.13013
H -1.30657 1.84416 0.47399
H 0.28172 1.42984 1.28913
H -1.70557 -0.04004 -1.55580
H -2.80297 0.17368 -0.11360
H -2.33723 -1.44764 -0.66191
```

***

Entry 3:
This record from the Open Molecules 2025 dataset describes an isolated molecule of C3H4ClN3. The level of theory is ωB97M-V/def2-TZVPD.

The calculation puts the LUMO energy at 0.80 eV. As for the highest occupied orbital energy: -7.622 eV. The multiplicity is 1. The total energy comes out at -20168.3317 eV. The molar mass is 117.54 g mol⁻¹. The calculation puts the HOMO-LUMO gap at 8.42 eV. Its SMILES is [H]/N=c1\[nH]cc(Cl)[nH]1.

XYZ file:
```
11
C3H4ClN3 ωB97M-V/def2-TZVPD
H 2.76458 -0.50845 0.01485
N 1.94839 -1.12796 -0.00478
C 0.85741 -0.46000 -0.00024
N 0.57379 0.89775 0.00041
C -0.80649 1.12778 -0.00627
C -1.39076 -0.07486 0.00268
Cl -3.04537 -0.50067 0.00024
N -0.39940 -1.04147 -0.00324
H 1.28605 1.60844 0.02439
H -1.23854 2.11275 -0.02285
H -0.54966 -2.03332 -0.00519
```

***

Entry 4:
This record from the Open Molecules 2025 dataset describes a 13-piece molecular cluster, C34H82BCl6F4N10O13 overall at a distorted geometry. The level of theory is ωB97M-V/def2-TZVPD.

The calculation puts the LUMO energy at 1.97 eV. As for the highest occupied orbital energy: -6.672 eV. The multiplicity is 1. The total energy comes out at -164795.3360 eV. The molar mass is 1138.61 g mol⁻¹. The calculation puts the HOMO-LUMO gap at 8.64 eV. The net charge is -1.

XYZ file:
```
150
C34H82BCl6F4N10O13 ωB97M-V/def2-TZVPD
B -0.87688 -0.16835 -0.00556
F -1.99996 0.54717 -0.31423
F -1.24856 -1.26516 0.77301
F -0.28874 -0.61200 -1.12256
F 0.03555 0.55330 0.65328
O -0.12072 -1.43423 5.36795
C -0.53388 -1.21163 4.22721
N 0.24066 -0.90517 3.23850
C -1.93845 -1.51289 3.78149
H 1.20509 -0.66011 3.41148
H -0.20210 -0.78476 2.33874
H -1.86275 -2.30707 3.03876
H -2.39514 -0.63319 3.32800
H -2.62748 -1.79215 4.57859
O -6.85208 0.68723 -0.50165
C -5.65150 0.73832 -0.73628
N -4.88367 -0.05004 0.03125
C -4.97209 1.61463 -1.75987
H -5.29676 -0.68412 0.70013
H -3.87998 0.06271 0.03087
H -4.94720 0.99819 -2.65847
H -3.96935 1.93728 -1.47965
H -5.53524 2.50158 -2.05020
O -4.42795 -1.55036 -3.68861
C -3.42092 -1.71803 -3.04053
N -2.64320 -0.69303 -2.86887
C -3.02698 -3.11206 -2.60081
H -2.89969 0.20107 -3.26243
H -1.80238 -0.86142 -2.33524
H -1.95559 -3.28418 -2.70370
H -3.67561 -3.71567 -3.23565
H -3.41329 -3.33309 -1.60581
O -6.67090 1.75376 4.03719
C -6.73417 1.89029 2.85932
N -7.63111 1.20436 2.11719
C -5.78429 2.83208 2.11138
H -8.32031 0.60127 2.54309
H -7.30203 0.96371 1.19312
H -5.39104 3.52092 2.85901
H -6.09702 3.25666 1.15743
H -4.89833 2.27304 1.81029
O -1.71295 4.26778 -2.71829
C -1.18384 3.34723 -2.10963
N -1.13491 2.07661 -2.53297
C -0.39498 3.65150 -0.83411
H -1.54047 1.91700 -3.44409
H -0.99102 1.38752 -1.80872
H -0.13005 2.81004 -0.19391
H -0.88284 4.46156 -0.29197
H 0.55487 4.03609 -1.20556
O -5.98806 -2.94885 0.38356
C -5.21083 -3.88993 0.53856
N -5.38138 -4.95752 -0.18664
C -4.05240 -3.69635 1.48175
H -4.75863 -5.74852 -0.10539
H -6.30209 -4.89584 -0.59723
H -3.50716 -2.75990 1.36397
H -3.34055 -4.52179 1.47771
H -4.52438 -3.64906 2.46313
O -2.74444 1.67197 -4.67220
C -3.71329 2.12699 -5.16083
N -4.73536 1.33865 -5.35316
C -3.86641 3.63169 -5.32325
H -4.50478 0.42782 -4.98259
H -5.55041 1.60428 -5.88722
H -4.79753 3.90356 -5.82044
H -3.08252 4.11010 -5.91040
H -3.84214 4.06033 -4.32136
C 0.39697 -0.83552 -4.83981
Cl 2.09545 -0.30328 -5.15126
Cl 0.12694 -2.33854 -3.98044
Cl -0.44092 -0.81206 -6.39540
H -0.04803 -0.02638 -4.26070
C -1.55588 2.95005 2.65426
Cl 0.20935 2.85657 2.94135
Cl -2.15060 4.67083 2.45826
Cl -2.50180 2.11959 3.93269
H -1.69759 2.34944 1.75577
C 5.19124 -1.91521 -3.52537
O 5.49189 -2.91855 -2.50962
C 4.45559 -3.82733 -2.13974
C 3.24644 -3.12249 -1.41861
N 2.34094 -4.14376 -0.92039
C 1.02914 -3.58612 -0.49391
C 0.26752 -4.86616 0.11762
O 0.91339 -5.35209 1.29762
C 0.76434 -4.38740 2.42817
H 4.65511 -2.47324 -4.29300
H 6.11221 -1.51829 -3.95242
H 4.64225 -1.02442 -3.22007
H 4.79421 -4.60283 -1.45269
H 4.02937 -4.21546 -3.06483
H 2.74726 -2.55256 -2.20225
H 3.57217 -2.39711 -0.67308
H 2.79969 -4.82518 -0.33277
H 0.53547 -3.09429 -1.33205
H 1.18442 -2.78208 0.22548
H 0.39271 -5.66296 -0.61555
H -0.79798 -4.64394 0.17617
H 1.39731 -3.50359 2.34858
H 0.96717 -4.86264 3.38792
H -0.26303 -4.03677 2.52646
C 3.79276 -0.04670 8.15891
O 3.71126 0.10303 6.72710
C 2.71073 0.86101 6.11952
C 2.75617 0.85907 4.59128
N 3.02965 -0.54213 4.14216
C 3.68133 -0.69465 2.82558
C 4.36650 -2.00498 2.73496
O 5.39583 -2.30286 3.65007
C 6.66832 -1.65127 3.36768
H 4.70147 -0.56231 8.46955
H 2.87074 -0.42243 8.60253
H 3.86832 1.00417 8.43832
H 2.77778 1.91100 6.40433
H 1.72603 0.48343 6.39506
H 3.62750 1.41402 4.24357
H 1.79981 1.34046 4.38697
H 3.69728 -0.93116 4.79257
H 4.38236 0.12995 2.69643
H 2.97399 -0.52748 2.01329
H 4.73830 -2.13457 1.71855
H 3.65082 -2.82652 2.76580
H 7.41636 -1.98693 4.08592
H 6.62653 -0.56325 3.31694
H 7.00108 -1.94433 2.37194
C 4.85819 2.58241 0.83106
O 4.23989 1.42873 0.34763
C 2.83619 1.50620 0.03118
C 2.60491 1.47392 -1.54762
N 3.27709 2.67564 -2.06734
C 2.87170 2.98040 -3.43813
C 3.75788 4.08567 -4.16463
O 3.79696 5.44680 -3.65272
C 2.59310 6.15188 -3.69054
H 4.44414 2.61538 1.83882
H 4.55953 3.55822 0.44806
H 5.93274 2.45717 0.69785
H 2.44769 2.41724 0.48634
H 2.29140 0.64543 0.41894
H 1.55363 1.66238 -1.76535
H 3.03023 0.60056 -2.04202
H 4.26371 2.48211 -1.97121
H 1.86065 3.38756 -3.44796
H 2.88521 2.07692 -4.04775
H 3.55921 4.08834 -5.23637
H 4.74788 3.64155 -4.06085
H 2.88044 7.16653 -3.41483
H 1.87993 5.83296 -2.93042
H 1.96796 6.14356 -4.58343
```

***

Entry 5:
This record from the Open Molecules 2025 dataset describes an isolated ion of composition C2H3Cl2N2S2 and charge +1 at a distorted geometry. The level of theory is ωB97M-V/def2-TZVPD.

The calculation puts the LUMO energy at -5.60 eV. As for the highest occupied orbital energy: -14.037 eV. The multiplicity is 1. The total energy comes out at -51809.2778 eV. The molar mass is 190.10 g mol⁻¹. The calculation puts the HOMO-LUMO gap at 8.44 eV. Its SMILES is N[C@]1(Cl)[NH+]=C(Cl)SS1. The net charge is +1.

XYZ file:
```
11
C2H3Cl2N2S2 ωB97M-V/def2-TZVPD
N -0.80316 -1.08307 -0.77371
C -0.23255 0.18551 -0.66199
Cl 0.04641 0.82611 -2.61491
N 0.84137 0.17048 0.29889
C 0.70792 0.44829 1.63341
Cl 1.81233 0.22559 2.89389
S -0.72599 1.20637 1.99849
S -1.42805 1.29334 0.07113
H -1.58234 -1.19725 -1.35601
H -0.23477 -1.88503 -1.26647
H 1.59883 -0.19032 -0.22273
```

***

Entry 6:
This record from the Open Molecules 2025 dataset describes a 2-piece molecular cluster, CH7N2O2P overall at a distorted geometry. The level of theory is ωB97M-V/def2-TZVPD.

The calculation puts the LUMO energy at 1.10 eV. As for the highest occupied orbital energy: -8.540 eV. The multiplicity is 1. The total energy comes out at -17515.4156 eV. The molar mass is 110.05 g mol⁻¹. The calculation puts the HOMO-LUMO gap at 9.64 eV. Its SMILES is NP(O)O.C=N.

XYZ file:
```
13
CH7N2O2P ωB97M-V/def2-TZVPD
N -1.07956 1.35255 0.46920
P -1.12003 -0.10744 -0.41776
O -2.77632 -0.19747 -0.33896
O -0.69743 -1.11317 0.79267
H -1.63282 2.06843 0.01500
H -0.11856 1.66593 0.55061
H -3.13298 -0.91281 -0.86590
H -1.04642 -0.78650 1.63059
C 2.30832 -0.79173 -0.33478
N 1.83169 0.36509 -0.29764
H 3.34174 -1.05340 -0.57659
H 1.63792 -1.60630 -0.09882
H 2.48444 1.11682 -0.52762
```

***

Which value of HOMO-LUMO gap does entry 4 give?
8.64 eV

***

Among the records above, which one has the lowest molar mass?
C5H11P

***

What is the formula in the second record?
C5H11P